A molecular structure, C24H21AuClN3. Source: OMol25; level of theory: ωB97M-V/def2-TZVPD.

CARTESIAN COORDINATES (ANGSTROEM)
1 Au -0.223 0.366 0.741
2 C -4.731 -0.910 0.610
3 C -3.769 -1.816 1.345
4 C -4.258 -2.818 2.211
5 C -3.399 -3.580 2.966
6 C -2.041 -3.295 2.867
7 C -1.568 -2.512 1.755
8 N -2.440 -1.671 1.121
9 C -0.172 -2.646 1.229
10 C 0.501 -3.869 1.403
11 C 1.813 -4.039 0.971
12 C 2.358 -3.046 0.238
13 C 1.647 -1.840 0.038
14 N 0.420 -1.580 0.560
15 C 2.314 -0.765 -0.740
16 C 3.695 -0.545 -0.628
17 C 4.370 0.107 -1.668
18 C 3.625 0.582 -2.707
19 C 2.177 0.449 -2.714
20 C 1.383 1.143 -3.801
21 N 1.558 -0.153 -1.694
22 H -5.766 -1.130 0.886
23 H -4.777 -1.133 -0.486
24 H -4.475 0.137 0.795
25 H -5.308 -2.884 2.321
26 H -3.856 -4.306 3.652
27 H -1.330 -3.524 3.669
28 H -0.119 -4.609 1.815
29 H 2.331 -4.935 1.215
30 H 3.282 -3.196 -0.320
31 H 4.284 -0.864 0.274
32 H 5.433 0.299 -1.620
33 H 4.047 1.200 -3.453
34 H 1.564 0.588 -4.741
35 H 1.717 2.207 -3.966
36 H 0.303 1.125 -3.602
37 Cl 2.384 5.858 -1.715
38 C 1.093 4.999 -0.941
39 C 0.981 5.021 0.470
40 C 0.130 4.112 1.108
41 C -0.572 3.177 0.380
42 C -1.312 2.175 1.076
43 C -0.567 3.243 -1.006
44 C 0.281 4.097 -1.689
45 H 1.575 5.745 1.038
46 H 0.029 4.121 2.209
47 H -1.391 2.347 2.184
48 H -2.289 1.917 0.640
49 H -1.199 2.543 -1.523
50 H 0.269 4.108 -2.775

Force components x, y, z for each atom (eV/Å):
-1.602 1.086 0.539
-0.139 -0.496 -0.715
0.853 -0.380 0.319
0.610 0.922 -1.046
0.006 0.489 0.445
1.141 0.283 -0.713
-2.029 0.636 0.725
-0.080 -1.690 -0.138
0.686 1.025 -0.407
-0.424 1.871 -0.425
-1.501 -0.347 0.740
0.337 1.313 -1.282
-0.433 0.530 0.788
1.282 -2.777 0.543
0.705 0.501 -0.966
0.342 -0.668 0.713
-0.597 0.196 0.597
-2.257 -0.106 0.034
1.420 0.833 1.423
0.195 0.124 -0.314
0.598 -0.824 -0.792
0.157 0.265 0.519
0.681 0.371 0.753
-0.159 -0.161 -0.233
-0.918 -0.370 0.028
0.660 0.414 0.005
-0.184 -0.726 -0.589
-0.156 -1.169 0.711
0.360 -0.635 -0.139
-0.060 0.242 0.447
-0.856 0.034 -1.034
-0.002 -0.051 0.065
0.557 0.259 -0.887
-0.143 0.340 0.257
-0.269 -1.108 0.299
0.423 -0.008 0.099
-0.047 0.338 -0.181
-0.795 -1.441 0.778
0.110 0.035 -0.892
0.956 1.220 0.401
-0.222 0.911 -0.008
-0.275 -2.307 1.397
0.559 0.355 -0.432
0.255 0.907 0.737
-0.201 -0.346 -0.213
0.178 0.017 -0.762
-0.075 -0.067 -1.107
0.182 0.245 0.154
-0.083 -0.139 -0.367
0.252 0.053 0.124

Output
Highest occupied orbital energy: -6.61 eV
Relative energy (zero: lowest compared OMol25 entry of this formula, charge and spin): 0.0 kcal per mole
Charge: 0
F_max: 0.060 Eh/bohr

A molecular structure, C24H21BF4FeN4O5S2. Source: OMol25; level of theory: ωB97M-V/def2-TZVPD.

CARTESIAN COORDINATES (ANGSTROEM)
1 Fe 0.033 -0.243 0.021
2 C -2.426 0.087 3.780
3 O -3.359 0.997 3.199
4 C -2.928 1.921 2.282
5 C -3.725 3.039 2.164
6 C -3.383 4.097 1.312
7 C -2.189 4.025 0.632
8 C -1.377 2.885 0.711
9 C -0.064 2.922 0.087
10 N 0.691 1.903 0.014
11 N 1.988 2.121 -0.409
12 C 2.669 1.029 -0.145
13 O 2.243 -0.010 0.447
14 C 4.103 1.033 -0.616
15 C 4.904 -0.065 -0.321
16 C 6.221 -0.119 -0.768
17 C 6.742 0.920 -1.530
18 C 5.938 2.013 -1.841
19 C 4.628 2.070 -1.383
20 C -1.773 1.741 1.457
21 O -1.143 0.607 1.434
22 H -2.916 -0.291 4.679
23 H -1.500 0.592 4.057
24 H -2.184 -0.732 3.115
25 H -4.629 3.075 2.764
26 H -4.039 4.953 1.210
27 H -1.856 4.854 0.012
28 H 0.321 3.892 -0.241
29 H 4.462 -0.874 0.249
30 H 6.837 -0.978 -0.527
31 H 7.769 0.880 -1.877
32 H 6.335 2.818 -2.450
33 H 3.985 2.910 -1.613
34 O 2.029 -3.513 -1.758
35 C 1.548 -2.420 -1.421
36 O 0.756 -2.197 -0.457
37 C 1.854 -1.229 -2.306
38 C 2.810 -1.285 -3.307
39 C 2.999 -0.163 -4.095
40 C 2.211 0.958 -3.873
41 C 1.285 0.923 -2.846
42 N 1.132 -0.145 -2.063
43 H 3.362 -2.204 -3.447
44 H 3.745 -0.163 -4.881
45 H 2.326 1.855 -4.468
46 H 0.642 1.771 -2.630
47 S -2.300 -2.615 1.394
48 C -1.878 -3.420 0.006
49 N -1.976 -2.938 -1.223
50 C -1.539 -3.755 -2.343
51 C -0.687 -4.876 -1.752
52 S -1.295 -5.082 -0.046
53 H -2.190 -1.955 -1.359
54 H -0.972 -3.143 -3.041
55 H -2.413 -4.152 -2.865
56 H 0.362 -4.592 -1.709
57 H -0.809 -5.812 -2.297
58 F -1.674 -1.131 -3.614
59 B -2.408 -0.195 -2.840
60 F -1.712 -0.019 -1.579
61 F -2.485 1.051 -3.484
62 F -3.686 -0.723 -2.552

Force components x, y, z for each atom (eV/Å):
0.730 0.544 0.115
-0.076 0.158 0.047
-0.034 -0.256 -0.085
0.048 -0.041 0.112
0.013 0.158 -0.047
-0.006 -0.115 0.063
0.042 0.028 -0.013
0.049 0.008 -0.180
-0.346 0.271 0.152
0.029 -0.108 -0.342
-0.079 0.060 0.080
0.415 -0.279 0.552
0.259 0.194 -0.157
-0.130 -0.054 -0.006
0.132 -0.090 -0.006
-0.098 0.057 0.009
-0.073 -0.007 0.058
-0.047 -0.037 0.037
0.081 0.014 -0.012
-0.008 -0.229 -0.053
-0.083 -0.061 -0.091
-0.025 0.025 0.011
0.042 0.068 0.013
0.016 -0.014 -0.069
0.051 -0.012 -0.018
0.039 0.000 0.032
-0.011 -0.058 0.022
0.024 0.032 0.055
0.028 0.062 -0.031
-0.022 0.012 -0.016
-0.033 -0.005 -0.021
-0.012 0.005 0.028
0.010 -0.013 -0.011
0.281 0.103 0.129
-0.364 -0.084 0.175
-0.114 -0.009 -0.133
0.009 0.083 0.108
0.029 -0.001 -0.191
-0.045 -0.016 0.022
0.093 -0.009 -0.049
-0.178 -0.107 0.028
-0.337 0.200 -0.379
0.000 0.029 0.032
0.019 0.009 0.004
-0.034 -0.030 -0.007
0.060 -0.099 -0.031
0.033 -0.209 -0.038
-0.260 -0.018 -0.157
0.213 0.030 -0.031
0.026 -0.138 0.148
-0.150 -0.081 0.107
0.058 0.020 -0.006
-0.105 -0.200 0.147
-0.003 -0.021 0.050
-0.079 0.004 -0.043
-0.017 -0.080 0.025
-0.021 0.012 -0.009
-0.264 0.470 0.166
-0.025 0.317 -0.112
-0.228 -0.149 -0.173
0.010 -0.546 0.177
0.468 0.205 -0.187

Output
Highest occupied orbital energy (spin up / spin down): -2.02 / -2.10 eV
Multiplicity: 5
Relative energy (zero: lowest compared OMol25 entry of this formula, charge and spin): 0.0 kcal per mole
Charge: -2
F_max: 0.018 Eh/bohr

A molecular structure, C24H21BrI2MnN7O4S3. Source: OMol25; level of theory: ωB97M-V/def2-TZVPD.

CARTESIAN COORDINATES (ANGSTROEM)
1 Mn -1.447 -0.201 1.366
2 C -4.335 -0.479 -2.020
3 C -3.178 -0.357 -1.078
4 N -3.286 -0.204 0.164
5 N -4.529 -0.033 0.714
6 C -4.505 0.031 2.013
7 N -5.666 0.299 2.655
8 S -3.093 -0.205 3.088
9 C -1.769 -0.451 -1.582
10 C -1.489 -0.497 -2.931
11 C -0.164 -0.538 -3.353
12 C 0.837 -0.528 -2.413
13 C 0.469 -0.482 -1.076
14 N -0.795 -0.458 -0.678
15 H -5.259 -0.342 -1.469
16 H -4.337 -1.475 -2.474
17 H -4.282 0.261 -2.825
18 H -6.497 0.219 2.088
19 H -5.736 -0.059 3.592
20 H -2.306 -0.501 -3.641
21 H 0.078 -0.561 -4.409
22 H 1.883 -0.570 -2.687
23 H 1.208 -0.464 -0.289
24 I -2.855 -2.600 2.301
25 I -2.805 -5.349 1.216
26 N 5.042 1.950 -2.355
27 C 4.191 2.050 -1.250
28 C 3.916 0.925 -0.467
29 C 3.109 1.035 0.649
30 C 2.558 2.262 1.000
31 C 2.845 3.389 0.246
32 C 3.656 3.282 -0.876
33 S 1.474 2.316 2.397
34 O 1.385 3.704 2.792
35 O 1.979 1.349 3.326
36 N 0.086 1.776 1.810
37 C -0.790 2.605 1.205
38 S -0.634 4.310 0.769
39 C -2.171 4.242 -0.024
40 C -2.702 3.011 0.120
41 N -1.947 2.098 0.818
42 H 5.157 1.030 -2.743
43 H 4.953 2.673 -3.047
44 H 4.347 -0.037 -0.736
45 H 2.904 0.176 1.274
46 H 2.440 4.347 0.548
47 H 3.885 4.163 -1.467
48 H -2.598 5.110 -0.505
49 H -3.671 2.697 -0.251
50 Br 3.171 -4.947 -2.251
51 C 2.446 -4.076 -0.718
52 C 3.307 -3.456 0.174
53 C 2.771 -2.820 1.289
54 C 1.397 -2.778 1.492
55 C 0.558 -3.424 0.594
56 C 1.077 -4.083 -0.516
57 C 0.839 -2.025 2.684
58 O 1.200 -2.356 3.801
59 O -0.021 -1.115 2.382
60 H 4.376 -3.483 0.009
61 H 3.424 -2.339 2.008
62 H -0.516 -3.429 0.754
63 H 0.417 -4.591 -1.208

Force components x, y, z for each atom (eV/Å):
1.463 1.273 -0.023
0.077 0.079 -0.157
0.216 -0.353 -1.366
-0.377 -0.008 1.126
-0.035 0.108 0.301
0.533 -0.003 -0.232
-0.348 -0.087 0.085
-1.237 0.695 0.664
-0.636 -0.040 -0.228
-0.049 -0.034 -0.489
-0.324 0.035 -0.245
0.202 -0.020 0.252
0.174 -0.080 0.111
0.249 0.075 -0.091
-0.026 0.006 -0.008
0.021 0.077 0.006
0.007 -0.058 0.073
0.039 0.050 0.008
0.000 0.094 0.096
0.129 0.003 -0.033
-0.070 -0.049 0.025
-0.041 0.055 0.050
0.046 -0.057 0.060
-0.467 -1.877 0.071
-0.013 0.181 0.029
0.048 0.045 0.215
0.021 0.002 -0.090
0.034 -0.075 -0.053
0.049 0.083 -0.036
0.139 -0.045 -0.032
-0.012 -0.046 -0.035
0.004 0.038 -0.036
0.041 -0.125 -0.099
-0.058 0.079 -0.055
-0.060 0.063 0.037
-0.499 0.431 -0.145
0.163 0.033 0.147
0.204 -0.195 0.169
-0.005 0.003 0.007
-0.145 -0.267 0.065
0.206 0.247 -0.237
-0.047 -0.028 -0.038
-0.054 0.002 -0.053
-0.029 0.067 0.035
-0.014 -0.083 0.022
0.013 -0.043 -0.021
-0.013 -0.040 0.043
0.021 -0.112 0.059
0.046 0.047 0.022
-0.009 0.021 0.001
-0.022 0.032 0.033
-0.026 0.030 0.066
0.059 -0.004 -0.121
0.179 0.127 -0.050
-0.049 0.014 -0.183
-0.044 0.024 0.091
-0.539 -0.114 0.038
0.083 0.177 -0.064
0.606 -0.451 0.225
-0.022 0.018 -0.002
-0.003 -0.040 0.008
0.183 0.025 -0.050
0.019 -0.004 0.035

Output
Highest occupied orbital energy (spin up / spin down): -5.35 / -5.35 eV
Multiplicity: 6
Relative energy (zero: lowest compared OMol25 entry of this formula, charge and spin): 9.8 kcal per mole
Charge: -1
F_max: 0.038 Eh/bohr

A molecular structure, C24H21GeN2OPbS2. Source: OMol25; level of theory: ωB97M-V/def2-TZVPD.

CARTESIAN COORDINATES (ANGSTROEM)
1 Pb 0.775 1.167 -0.173
2 S -0.392 -0.805 -1.437
3 C -1.781 0.202 -1.104
4 S -1.871 0.908 0.536
5 C -2.752 0.483 -2.001
6 C -2.721 -0.064 -3.326
7 N -2.695 -0.520 -4.381
8 C -3.865 1.312 -1.619
9 N -4.741 1.953 -1.238
10 C 3.224 0.725 3.896
11 C 1.974 0.735 3.090
12 C 0.653 0.865 3.794
13 O 2.027 0.644 1.864
14 H 3.209 -0.145 4.561
15 H 3.248 1.605 4.544
16 H 4.106 0.692 3.265
17 H 0.766 0.900 4.875
18 H 0.013 0.026 3.511
19 H 0.161 1.783 3.460
20 C -4.774 0.666 2.143
21 Ge -3.495 -0.619 1.490
22 C -4.093 -1.642 0.000
23 C -5.316 -1.252 -0.553
24 C -5.798 -1.889 -1.688
25 C -5.069 -2.916 -2.268
26 C -3.869 -3.334 -1.701
27 C -3.382 -2.705 -0.568
28 C -2.347 -1.614 2.749
29 C -1.232 -2.263 2.176
30 C -0.440 -3.128 2.905
31 C -0.719 -3.355 4.258
32 C -1.780 -2.689 4.882
33 C -2.041 -2.895 6.250
34 C -3.102 -2.240 6.892
35 C -3.913 -1.393 6.168
36 C -3.678 -1.182 4.800
37 C -2.611 -1.809 4.127
38 H -5.626 0.138 2.578
39 H -5.110 1.256 1.292
40 H -4.333 1.331 2.884
41 H -5.893 -0.444 -0.121
42 H -6.740 -1.575 -2.119
43 H -5.438 -3.400 -3.163
44 H -3.315 -4.151 -2.144
45 H -2.450 -3.053 -0.148
46 H -0.975 -2.073 1.140
47 H 0.389 -3.635 2.429
48 H -0.117 -4.050 4.832
49 H -1.410 -3.579 6.807
50 H -3.287 -2.407 7.944
51 H -4.740 -0.889 6.652
52 H -4.339 -0.522 4.256

Force components x, y, z for each atom (eV/Å):
0.257 0.108 -0.158
0.144 0.046 0.109
0.118 -0.044 0.052
-0.457 -0.064 0.118
-0.200 0.157 -0.159
-0.042 0.011 0.056
0.007 0.021 0.102
0.094 -0.101 -0.050
0.076 -0.059 -0.020
-0.015 -0.024 0.014
0.114 0.050 0.080
0.028 0.026 -0.006
-0.216 -0.184 -0.085
-0.013 0.035 0.003
-0.010 -0.016 -0.006
-0.011 -0.001 -0.018
-0.010 -0.007 -0.032
0.010 -0.006 -0.013
0.034 -0.014 0.017
-0.022 -0.091 0.224
0.303 0.382 -0.257
-0.104 -0.217 0.084
0.024 -0.091 -0.081
-0.013 0.001 0.001
-0.005 0.015 0.020
0.012 -0.009 0.017
-0.126 0.046 -0.083
-0.003 -0.125 0.025
-0.011 0.126 0.125
-0.003 -0.058 0.154
0.071 -0.029 -0.141
0.006 -0.001 0.062
-0.109 0.036 0.090
0.164 -0.132 -0.030
-0.031 0.077 -0.187
-0.038 -0.053 0.122
-0.006 -0.064 -0.040
-0.037 0.107 -0.039
-0.005 0.023 -0.009
-0.025 0.029 -0.011
0.020 0.014 -0.023
0.014 -0.012 0.000
-0.002 -0.004 0.007
-0.008 0.023 -0.011
0.069 0.011 0.047
-0.048 -0.012 -0.050
-0.012 -0.005 0.029
0.009 0.046 -0.031
-0.037 0.030 -0.002
0.027 -0.018 -0.014
0.007 0.000 -0.038
0.008 0.019 0.035

Output
Highest occupied orbital energy (spin up / spin down): -14.17 / -14.17 eV
Multiplicity: 2
Charge: +2
F_max: 0.011 Eh/bohr